ORCA calculation (ωB97M-V/def2-TZVPD) on a 6-piece molecular cluster, C37H48O2Si2 overall.

ORCA input file:
```
! wB97M-V def2-TZVPD RIJCOSX def2/J DEFGRID3
* xyz 0 1
C 1.46 -2.27 2.69
Si 1.25 -1.92 0.83
C 1.25 -3.58 -0.05
C 2.67 -0.84 0.20
O -0.17 -1.11 0.47
C -0.55 -0.11 1.40
C -1.72 -0.61 2.25
Si -3.33 -0.57 1.24
C -3.33 -1.84 -0.18
C -3.74 -3.17 0.38
O -4.48 -3.90 -0.16
H 0.60 -1.90 3.23
H 2.36 -1.79 3.04
H 1.55 -3.33 2.83
H 1.83 -3.57 -0.96
H 0.23 -3.88 -0.24
H 1.67 -4.35 0.59
H 2.97 -1.13 -0.79
H 3.51 -0.83 0.89
H 2.30 0.18 0.15
H -0.90 0.74 0.83
H 0.26 0.23 2.04
H -1.87 0.03 3.11
H -1.57 -1.62 2.58
H -4.44 -0.96 2.14
H -3.64 0.78 0.73
H -4.03 -1.49 -0.94
H -2.37 -1.97 -0.65
H -3.25 -3.43 1.34
C 6.67 -3.01 -3.30
C 5.86 -3.39 -2.24
C 5.82 -2.63 -1.08
C 6.59 -1.48 -0.98
C 7.40 -1.09 -2.04
C 7.44 -1.85 -3.19
H 6.70 -3.60 -4.20
H 5.25 -4.29 -2.32
H 5.19 -2.94 -0.25
H 6.55 -0.88 -0.07
H 7.99 -0.19 -1.96
H 8.07 -1.55 -4.02
C -8.21 1.27 1.38
C -8.84 2.40 1.90
C -8.19 3.19 2.82
C -6.90 2.87 3.24
C -6.27 1.75 2.72
C -6.93 0.95 1.80
H -8.72 0.65 0.66
H -9.84 2.65 1.57
H -8.68 4.07 3.23
H -6.39 3.50 3.96
H -5.27 1.50 3.04
H -6.44 0.07 1.40
C -4.01 -2.55 -6.04
C -4.22 -3.21 -4.84
C -4.96 -2.61 -3.83
C -5.49 -1.35 -4.03
C -5.29 -0.68 -5.23
C -4.54 -1.28 -6.23
H -3.43 -3.02 -6.83
H -3.80 -4.20 -4.69
H -5.11 -3.13 -2.89
H -6.08 -0.88 -3.24
H -5.71 0.30 -5.38
H -4.38 -0.76 -7.17
C 0.85 1.56 5.00
C -0.13 2.29 5.65
C -0.06 3.67 5.69
C 0.99 4.33 5.07
C 1.97 3.61 4.42
C 1.91 2.22 4.38
H 0.80 0.48 4.97
H -0.96 1.77 6.13
H -0.83 4.24 6.21
H 1.04 5.41 5.10
H 2.79 4.12 3.93
H 2.68 1.65 3.87
C 6.34 4.05 -3.64
C 6.46 4.49 -2.33
C 6.16 3.63 -1.28
C 5.76 2.33 -1.54
C 5.64 1.89 -2.85
C 5.93 2.75 -3.90
H 6.57 4.72 -4.46
H 6.78 5.50 -2.13
H 6.25 3.97 -0.26
H 5.53 1.66 -0.72
H 5.32 0.87 -3.05
H 5.83 2.41 -4.92
*
```

Calculated values
Gap between HOMO and LUMO in eV: 9.72
Largest force on an atom in eV/A: 2.8
SMILES: C[Si](C)(C)OCC[SiH2]CC=O.c1ccccc1.c1ccccc1.c1ccccc1.c1ccccc1.c1ccccc1